Molecular formula: C19H29BF5N8OSiTeTi
Method: DFT, ωB97M-V/def2-TZVPD

Output
Multiplicity ... 2
Energy above the lowest of the compared OMol25 structures with the same formula, charge and spin ... 8.596 eV
Expectation value of S² ... 0.78
Energy ... -86695.5897 eV
Orbital gap (alpha / beta) ... 6.68 / 6.56 eV

XYZ file:
```
66
Properties=species:S:1:pos:R:3:forces:R:3:nbo_charge:R:1
Ti 0.027 -0.297 -0.094 -0.4 -1.4 -1.0 1.33
C -3.866 -1.386 -1.202 0.0 0.0 -0.1 -0.65
C -3.381 -0.336 -0.275 0.0 -0.1 0.1 0.27
C -4.073 0.186 0.842 0.1 0.0 0.0 -0.31
C -3.243 1.114 1.386 0.0 0.0 0.1 0.06
N -2.132 1.193 0.597 -0.1 0.0 0.1 -0.45
N -2.212 0.255 -0.424 0.2 0.3 0.2 -0.34
B -1.036 2.132 0.657 -0.4 0.5 0.0 1.13
N 1.894 0.564 0.039 0.0 -0.1 0.1 -0.38
C 3.086 0.967 0.446 0.0 0.1 0.0 -0.02
C 4.049 0.126 -0.108 0.0 0.0 0.0 -0.32
C 3.338 -0.817 -0.840 -0.1 -0.2 -0.1 0.16
C 3.891 -1.941 -1.652 0.0 0.0 0.0 -0.64
N 2.022 -0.532 -0.740 0.2 0.3 0.4 -0.38
N -0.357 2.450 -0.611 -0.1 0.1 0.0 -0.41
C -0.010 3.660 -1.121 0.1 0.0 0.0 0.01
C 0.474 3.453 -2.383 0.0 0.0 0.0 -0.32
C 0.416 2.054 -2.584 0.0 0.0 0.0 0.23
C 0.886 1.269 -3.757 0.0 0.0 0.0 -0.65
N -0.104 1.472 -1.523 0.0 -0.1 0.3 -0.30
N -0.682 2.864 1.826 0.1 0.0 0.1 -0.47
C 0.517 3.512 2.052 0.0 0.0 0.0 -0.01
C 0.584 3.804 3.370 0.0 0.0 0.0 -0.31
C -0.629 3.289 3.926 0.0 0.0 0.0 0.20
C -1.069 3.321 5.348 0.0 0.0 0.0 -0.64
N -1.370 2.730 3.007 0.0 0.0 -0.1 -0.26
H -3.864 -2.359 -0.713 0.0 0.0 0.0 0.25
H -3.238 -1.436 -2.086 0.0 0.0 0.0 0.23
H -4.887 -1.160 -1.510 0.0 0.0 0.0 0.23
H -5.046 -0.108 1.196 0.0 0.0 0.0 0.24
H -3.322 1.743 2.255 0.0 0.0 0.0 0.27
H 3.194 1.804 1.117 0.0 0.0 0.0 0.21
H 5.117 0.168 0.024 0.0 0.0 0.0 0.23
H 3.247 -2.816 -1.630 0.0 0.0 0.0 0.23
H 4.869 -2.230 -1.270 0.0 0.0 0.0 0.23
H 4.016 -1.648 -2.697 0.0 0.0 0.0 0.22
H -0.168 4.560 -0.552 0.0 0.0 0.0 0.24
H 0.824 4.194 -3.080 0.0 0.0 0.0 0.24
H 1.073 1.925 -4.604 0.0 0.0 0.0 0.23
H 0.150 0.521 -4.048 0.0 0.0 0.0 0.24
H 1.810 0.746 -3.508 0.0 0.0 0.0 0.24
H 1.224 3.668 1.255 0.0 0.0 0.0 0.23
H 1.388 4.295 3.893 0.0 0.0 0.0 0.24
H -1.310 4.341 5.654 0.0 0.0 0.0 0.22
H -0.279 2.956 6.004 0.0 0.0 0.0 0.23
H -1.947 2.695 5.479 0.0 0.0 0.0 0.24
F -1.249 -2.129 0.628 0.3 -0.1 -0.4 -0.68
Te -0.154 -2.154 2.513 -0.5 0.9 0.1 2.97
F -1.814 -1.526 3.197 -0.1 -0.1 0.1 -0.65
F 1.800 -2.336 2.120 -0.1 -0.1 0.0 -0.65
F -0.804 -3.951 2.963 0.2 0.0 0.0 -0.63
F 0.452 -1.847 4.266 0.0 0.1 -0.1 -0.63
O -0.023 -0.321 1.746 0.6 -0.5 0.1 -1.08
C 1.041 -3.823 -0.503 0.0 -0.1 0.0 -1.15
Si 0.041 -2.597 -1.514 0.1 0.3 0.2 1.43
C 0.889 -2.272 -3.174 -0.1 -0.1 -0.1 -1.14
C -1.510 -3.561 -1.951 0.1 -0.1 -0.1 -1.13
H 0.402 -4.279 0.257 0.0 0.0 0.0 0.25
H 1.922 -3.431 -0.002 0.0 0.0 0.0 0.26
H 1.342 -4.623 -1.188 0.0 0.0 0.0 0.23
H 1.280 -3.223 -3.553 0.0 0.0 0.0 0.24
H 1.712 -1.566 -3.121 0.0 0.0 0.0 0.23
H 0.173 -1.906 -3.913 0.0 0.0 0.0 0.23
H -1.127 -4.512 -2.340 -0.1 0.0 0.0 0.24
H -2.139 -3.130 -2.727 0.0 0.0 0.0 0.22
H -2.107 -3.777 -1.068 0.0 0.0 0.0 0.25
```
Forces are in eV/Å.